DFT (ωB97M-V/def2-TZVPD) results for 9 unconnected molecules or ions with the total composition C47H85FN2O31P at a distorted geometry.

Structure (XYZ):
```
167
Properties=species:S:1:pos:R:3:forces:R:3
C -4.956676 1.639384 -2.774855 0.49 -0.36 1.04
C -5.082160 1.476141 -1.217846 -0.52 -0.63 -0.79
C -3.967727 0.629166 -0.543560 0.27 1.32 -1.07
C -2.872003 1.385956 0.250815 -1.91 -3.23 2.51
F -2.118717 0.291952 0.715004 1.11 0.52 -1.10
C -3.377651 1.968106 1.592697 -1.12 3.34 0.50
C -4.750000 1.487595 2.115427 -0.45 -0.60 0.69
C -5.341147 2.412697 3.234957 -0.50 -0.32 -0.92
C -6.169416 1.629644 4.296465 0.64 0.76 0.86
C -5.778194 2.199524 5.665920 0.26 1.30 0.67
O -5.833155 3.389447 5.879808 -0.02 -1.06 -0.44
O -5.343021 1.349212 6.661877 -0.39 -0.31 -0.90
C -2.343596 2.000446 2.750849 0.20 -0.88 0.10
C -2.298980 0.750525 3.636289 1.17 0.23 -0.15
O -3.226338 0.766662 4.740893 -0.31 -0.94 -0.67
C -3.605614 -0.545846 4.951908 0.30 -1.29 1.78
O -3.388301 -1.129942 5.982388 -0.31 1.15 -0.94
C -3.648560 3.478366 1.199793 0.17 -1.05 -1.32
C -2.862238 3.687078 -0.150510 -0.70 3.02 2.32
C -2.103388 5.032530 0.029236 -0.28 0.40 -1.18
C -3.169605 6.167208 -0.192538 1.01 0.47 0.39
C -2.934849 7.319579 0.778047 -0.45 -0.52 -0.31
C -4.026018 7.793599 1.481350 -0.91 -0.73 -0.39
C -3.930177 8.803571 2.388632 -0.51 0.48 0.56
C -2.705236 9.390841 2.618304 0.00 0.54 0.44
C -1.605815 8.968648 1.913608 0.65 -0.55 -0.63
C -1.707308 7.915542 0.980192 0.39 0.59 0.41
N -2.087373 2.429983 -0.506438 -0.07 0.83 -0.21
N -2.054706 2.312183 -1.928215 0.43 -0.16 -0.51
C -0.637409 2.617040 -0.145330 0.97 0.16 -1.01
P 0.460190 1.155731 -0.397622 0.73 -1.93 3.39
O 0.697259 0.587242 0.939113 -0.21 0.23 0.49
O -0.180461 0.029031 -1.314842 -0.14 1.25 -1.23
O 1.876704 1.636505 -0.936783 -1.11 0.49 -1.15
H -5.867085 1.283134 -3.254717 0.06 0.39 -0.11
H -4.148422 0.975211 -3.099468 -0.18 0.18 -0.30
H -4.711641 2.666945 -3.054128 -0.25 -0.15 -0.23
H -5.275162 2.431485 -0.725709 0.19 -0.11 -0.02
H -6.009956 0.906894 -1.087152 0.16 0.14 0.24
H -3.424705 0.051490 -1.306154 -0.22 0.05 0.07
H -4.427162 -0.114694 0.105667 0.38 0.26 0.31
H -5.524803 1.456496 1.342089 0.42 -0.03 -0.16
H -4.732289 0.472498 2.534515 0.39 0.07 -0.27
H -6.059800 3.070888 2.732775 0.29 0.14 0.16
H -4.596831 3.072566 3.677486 -0.05 -0.28 0.20
H -6.006119 0.552261 4.274527 -0.22 0.11 -0.12
H -7.220560 1.903840 4.177554 0.03 -0.47 -0.05
H -4.376951 1.364574 6.693764 0.00 0.09 0.19
H -1.317684 2.129992 2.386473 -0.24 -0.10 -0.03
H -2.508358 2.854053 3.415439 -0.19 -0.06 -0.23
H -1.292838 0.716070 4.077935 -0.22 -0.08 0.00
H -2.387307 -0.187741 3.073716 -0.20 0.26 -0.07
H -4.098112 -1.116186 4.136302 0.17 0.78 -0.23
H -4.706747 3.630246 0.963424 0.12 -0.20 0.10
H -3.432208 4.237465 1.952558 0.45 -0.32 -0.03
H -3.675420 3.966248 -0.824083 0.63 -1.14 -1.00
H -1.322329 5.210996 -0.720096 -0.02 -0.23 0.20
H -1.685915 5.201872 1.025563 0.13 -0.56 -0.11
H -3.067403 6.593583 -1.198040 -0.16 -0.43 -0.04
H -4.189539 5.793627 -0.062816 0.10 0.11 -0.02
H -4.999604 7.340778 1.300013 0.10 0.03 0.04
H -4.825448 9.126950 2.909907 0.17 0.05 0.03
H -2.613475 10.191463 3.344816 0.02 -0.06 -0.09
H -0.657283 9.466125 2.091569 0.00 -0.18 -0.15
H -0.835482 7.587989 0.418264 -0.02 0.13 0.10
H -2.674286 2.954039 -2.396986 -0.33 -0.18 0.26
H -2.099320 1.358939 -2.258803 -0.07 0.00 0.17
H -0.262948 3.365769 -0.847507 -0.39 0.03 0.10
H -0.442607 3.018222 0.851063 -0.35 -0.44 0.06
H -0.697725 -0.600956 -0.791807 0.28 0.02 0.28
H 2.426644 1.674729 -0.136738 0.15 -0.16 -0.10
C -6.441176 -6.576068 2.960856 -0.22 -0.21 -0.03
O -5.654370 -5.422542 2.650281 -0.05 0.03 -0.06
C -4.644674 -5.208604 3.493880 0.04 0.16 -0.15
O -4.364357 -5.881264 4.447462 0.04 -0.07 0.09
O -3.996171 -4.110760 3.093025 -0.23 0.12 -0.10
C -2.880339 -3.761875 3.916925 0.02 -0.14 0.40
H -7.222891 -6.641199 2.208974 0.09 0.17 -0.08
H -5.833704 -7.478229 2.917513 0.04 0.04 0.13
H -6.902267 -6.473966 3.941683 0.12 -0.04 0.04
H -2.132074 -4.551864 3.911504 -0.52 0.26 0.00
H -3.207152 -3.547830 4.933939 -0.09 -0.05 0.03
H -2.435018 -2.862464 3.495201 -0.07 -0.09 -0.20
C 1.320947 -0.328834 -3.704068 -0.11 0.15 -0.02
O 2.111902 -0.862378 -4.760332 0.00 0.07 -0.04
C 2.627511 -2.057485 -4.445297 0.12 -0.12 -0.17
O 2.450428 -2.630200 -3.400325 -0.07 0.05 0.10
O 3.352007 -2.503008 -5.462222 -0.10 0.10 0.13
C 3.933079 -3.789460 -5.205156 0.31 -0.44 -0.20
H 0.930132 0.636106 -4.024759 0.15 -0.04 -0.25
H 0.487052 -0.992357 -3.488391 0.09 -0.05 0.09
H 1.930435 -0.183398 -2.815580 -0.05 -0.14 0.02
H 3.152839 -4.529743 -5.038854 0.00 0.05 0.12
H 4.605922 -3.745513 -4.351341 -0.11 0.00 0.05
H 4.502603 -4.077228 -6.084421 -0.07 0.21 -0.09
C 9.345356 -4.833969 -5.865549 0.09 0.13 -0.23
O 9.417966 -5.323211 -4.524993 -0.01 -0.03 0.00
C 8.246955 -5.682807 -4.003541 0.09 -0.01 0.21
O 7.174556 -5.629249 -4.550643 0.01 0.06 -0.17
O 8.454495 -6.112603 -2.760056 -0.03 0.01 -0.02
C 7.255048 -6.505085 -2.084589 -0.15 -0.14 0.29
H 10.357345 -4.578276 -6.166835 0.05 -0.07 0.18
H 8.962619 -5.601194 -6.535996 -0.09 0.05 0.03
H 8.725568 -3.940000 -5.916073 -0.10 -0.09 -0.01
H 6.774311 -7.331712 -2.605142 -0.06 0.11 -0.08
H 6.571920 -5.662573 -1.994680 -0.04 -0.04 -0.12
H 7.534957 -6.834964 -1.088023 0.21 0.06 -0.06
C 0.338566 3.420112 5.452664 -0.04 -0.18 0.26
O 0.320124 4.131422 4.210985 -0.26 -0.30 -0.04
C 1.107067 5.206371 4.166745 0.05 0.04 -0.13
O 1.799893 5.617540 5.052726 -0.01 0.02 0.03
O 0.987932 5.730771 2.943382 -0.18 -0.06 -0.19
C 1.770958 6.904456 2.723607 0.16 0.32 -0.01
H -0.342200 2.578214 5.348634 -0.03 0.07 -0.17
H 1.334848 3.037876 5.667107 0.03 0.14 0.02
H -0.010522 4.050364 6.268564 0.13 0.07 -0.03
H 2.826268 6.675966 2.861563 -0.01 0.10 0.06
H 1.462148 7.699129 3.401232 0.10 -0.06 0.09
H 1.591795 7.233188 1.702766 -0.07 -0.20 -0.03
C 1.876687 -3.846633 1.870240 0.08 0.36 -0.28
O 1.912104 -4.299251 3.225237 -0.07 0.08 0.02
C 0.715729 -4.589402 3.737185 0.44 -0.06 0.19
O -0.339128 -4.496053 3.160623 0.55 -0.09 -0.27
O 0.888987 -4.999260 4.988878 -0.01 0.03 -0.08
C -0.319736 -5.349987 5.670713 -0.15 -0.11 0.27
H 2.899251 -3.640975 1.565423 0.06 -0.09 0.23
H 1.468583 -4.608704 1.213302 -0.18 0.09 0.02
H 1.297490 -2.927364 1.791771 -0.09 -0.06 0.00
H -0.819585 -6.176105 5.167819 -0.06 0.08 -0.07
H -0.983949 -4.490131 5.744060 0.03 -0.05 -0.05
H -0.040971 -5.664607 6.672139 0.18 0.04 -0.07
C -0.511684 11.534547 -1.751732 -0.19 0.19 0.15
O 0.259798 11.055021 -2.855882 -0.02 0.00 0.00
C 0.953830 9.950339 -2.601851 0.00 0.16 -0.14
O 0.974227 9.354496 -1.554279 -0.02 -0.16 0.08
O 1.621708 9.616890 -3.704614 -0.01 -0.03 0.00
C 2.420321 8.440806 -3.579077 0.20 -0.18 -0.08
H -1.025010 12.431246 -2.087021 0.10 -0.04 -0.18
H -1.252725 10.795396 -1.449667 0.10 -0.05 0.07
H 0.134733 11.790717 -0.913929 0.00 -0.13 0.02
H 1.798212 7.575887 -3.351338 0.01 0.04 0.12
H 3.183630 8.573532 -2.814044 -0.10 -0.04 0.08
H 2.906782 8.281557 -4.537341 -0.10 0.17 -0.05
C 5.518955 -9.888757 0.920245 0.26 -0.15 -0.05
O 4.178592 -9.658427 1.356563 -0.03 0.00 0.01
C 3.766061 -8.400451 1.220217 -0.09 -0.10 0.06
O 4.409961 -7.485775 0.776180 0.08 0.05 -0.06
O 2.509771 -8.322919 1.660493 -0.08 -0.01 0.00
C 1.945818 -7.013855 1.567532 -0.18 -0.03 0.01
H 5.731049 -10.941756 1.082962 -0.19 -0.01 0.07
H 5.620868 -9.668429 -0.141457 0.01 0.12 0.04
H 6.220663 -9.293544 1.502543 -0.04 0.09 -0.08
H 1.910759 -6.685280 0.529204 0.14 0.00 0.01
H 2.509054 -6.313376 2.175777 0.16 -0.07 -0.08
H 0.928141 -7.070642 1.949147 0.04 -0.21 0.03
C 5.233813 -6.475474 -11.211751 -0.12 0.11 -0.24
O 6.060879 -7.350913 -10.444735 0.02 -0.02 -0.02
C 5.989568 -7.158082 -9.127924 0.08 -0.10 -0.04
O 5.309324 -6.336561 -8.570368 -0.03 0.05 0.02
O 6.802731 -8.032490 -8.537414 0.02 -0.04 -0.02
C 6.826221 -7.938282 -7.111551 0.10 -0.07 0.29
H 5.381249 -6.731895 -12.257331 0.13 -0.14 0.07
H 4.184418 -6.617336 -10.958219 0.03 0.09 0.10
H 5.525783 -5.437687 -11.058421 -0.08 -0.01 0.11
H 5.839813 -8.138691 -6.696444 -0.02 0.16 -0.02
H 7.179412 -6.959727 -6.794578 -0.21 0.05 0.02
H 7.517734 -8.694428 -6.747883 0.03 -0.06 -0.24
```
Forces are in eV/Å.

- Kohn-Sham gap: 9.2 eV
- Charge: +1
- Calculated total energy: -128570.032 eV